[1]
{"formula": "C22H32F5IrN3O2S2Si", "method": "the ωB97M-V functional and the def2-TZVPD basis", "elements": ["H", "C", "C", "N", "H", "C", "C", "C", "O", "H", "H", "C", "C", "H", "H", "C", "F", "H", "C", "H", "H", "Ir", "H", "C", "H", "C", "N", "H", "C", "H", "H", "H", "C", "F", "H", "H", "H", "H", "H", "F", "H", "F", "C", "Si", "F", "C", "C", "H", "C", "H", "O", "S", "C", "H", "H", "H", "H", "C", "C", "N", "H", "C", "H", "S", "H", "H", "H", "C"], "xyz": [[1.51318, 1.02215, 2.67181], [-1.50054, -2.55075, -4.09114], [-3.36873, -2.03683, -2.60979], [-1.97030, -2.43641, -2.71482], [1.79813, -3.75939, -0.93611], [1.27284, 1.99124, 2.25842], [0.08805, -4.46994, -2.60476], [-0.02207, 2.04008, -2.10780], [1.72494, -0.24287, 0.08693], [5.19263, 1.37503, 0.25653], [3.51563, 0.84404, -2.49499], [-3.47433, -0.19019, 5.34259], [-2.29718, -0.66840, 4.80181], [2.14915, 5.23818, 2.36177], [-1.68589, 3.39937, -2.23946], [-2.80235, 0.42714, 2.72060], [-4.76344, 1.67614, 2.51250], [4.12953, 1.26907, 1.65911], [4.15589, -1.75835, 0.38936], [-1.85775, -3.46633, -4.56475], [-1.90346, -1.70897, -4.65552], [-0.26782, -0.01692, 0.56776], [2.70624, 3.04674, 3.43366], [-0.04007, 3.20086, 0.77976], [0.35712, -5.35801, -2.03374], [-3.97053, 0.91874, 3.24205], [-0.10522, -3.36683, -1.66528], [2.97882, -0.84104, -2.62242], [-4.31564, 0.61040, 4.56682], [-1.59433, 0.85999, -1.99111], [0.97689, 1.98953, -1.67403], [-3.72862, -2.14692, -1.59357], [-1.19558, -2.60937, -1.64207], [-1.49611, -1.41249, 5.52913], [3.85150, -1.95835, 1.41634], [0.89720, -4.25205, -3.30216], [0.06922, 2.05302, -3.19636], [1.04294, -2.33834, -0.21969], [-1.80699, 2.34625, -0.00630], [-5.42328, 1.07432, 5.06480], [0.35057, 5.29722, 0.64290], [-3.79915, -0.47872, 6.58096], [0.85971, -3.35015, -0.57008], [3.28746, -0.15853, -0.22491], [-2.47598, 0.71377, 1.44362], [0.63133, 4.36932, 1.11997], [1.94499, 3.12003, 2.67183], [4.68148, -0.47076, -2.29298], [-0.77243, 3.28365, -1.65058], [3.66621, 2.26276, 0.26938], [-0.67079, 0.81756, -1.71089], [-0.42421, -0.92671, 2.87985], [1.62870, 4.33473, 2.07756], [-0.82245, -4.69141, -3.14995], [3.89197, -2.60565, -0.24021], [-0.41652, -2.50746, -4.14014], [0.51346, -3.96145, 0.26665], [-1.18898, 3.22816, -0.17791], [-1.92135, -0.36246, 3.47539], [0.29981, 2.03049, 1.33351], [-0.14594, 4.15599, -1.84135], [3.65541, -0.16394, -2.10226], [-1.79476, 4.11092, 0.02819], [-1.71165, -1.88849, -0.12268], [-3.96516, -2.67857, -3.25856], [-3.51449, -1.00194, -2.92689], [5.23224, -1.60409, 0.35263], [4.15082, 1.33218, 0.57105]], "forces_ev_per_angstrom": [[0.1, 0.0, -0.1], [0.1, -0.1, -0.3], [-0.2, 0.0, 0.1], [0.0, 0.0, 0.1], [0.0, 0.0, -0.1], [0.2, 0.2, 0.2], [0.1, -0.2, -0.2], [0.3, 0.5, -0.1], [-4.1, 0.1, 0.7], [0.0, 0.0, -0.1], [0.0, 0.0, -0.3], [0.1, -0.1, 0.1], [-0.1, 0.0, 0.2], [0.0, 0.0, 0.0], [0.1, 0.1, -0.1], [-0.2, 0.1, 0.2], [-0.1, 0.0, 0.0], [0.0, 0.0, 0.1], [-0.8, 1.0, 0.0], [0.0, 0.0, 0.0], [0.0, 0.0, 0.1], [0.0, 0.8, 0.6], [0.0, 0.0, 0.0], [-0.2, 0.1, -0.1], [0.0, 0.1, 0.1], [0.2, 0.1, -0.4], [-0.3, 0.3, 0.0], [0.0, -0.1, -0.1], [0.2, -0.1, 0.1], [-0.1, -0.2, 0.2], [0.0, -0.1, 0.0], [0.0, 0.0, 0.0], [0.3, -0.1, -0.3], [-0.1, 0.0, 0.0], [0.1, -0.2, 0.1], [0.0, 0.0, 0.0], [0.1, -0.1, 0.1], [0.1, -0.1, -0.1], [-0.1, 0.2, 0.0], [0.0, 0.0, 0.0], [-0.1, 0.0, 0.0], [-0.1, 0.0, 0.0], [0.2, 0.0, 0.3], [2.8, -0.8, -0.6], [-0.1, 0.0, -0.1], [0.0, -0.2, 0.1], [-0.1, 0.0, 0.0], [0.1, 0.0, 0.1], [-0.1, -0.4, 0.1], [0.0, 0.1, 0.0], [0.4, -0.5, 0.9], [0.3, 0.6, -1.7], [0.0, -0.1, -0.1], [0.0, 0.0, 0.1], [0.0, -0.1, 0.0], [0.0, 0.0, 0.0], [-0.1, -0.1, -0.1], [0.0, 0.1, -0.2], [0.5, 0.0, -0.5], [0.5, -1.7, -0.3], [0.0, 0.0, -0.1], [-0.6, 0.5, 0.8], [-0.1, -0.1, 0.1], [0.9, 0.6, 0.7], [0.0, 0.0, 0.0], [0.1, 0.0, 0.0], [0.1, -0.1, 0.0], [-0.6, -0.4, -0.2]], "largest_force_ha_per_bohr": 0.0816, "orbital_gap_ev": [6.532, 4.648], "e_above_lowest_kj_mol": 124.5, "s_squared": 0.78, "lumo_ev": [-7.43, -9.31], "multiplicity": 2, "charge": 2}

[2]
{"formula": "C22H32N4O3SY", "method": "the ωB97M-V functional and the def2-TZVPD basis", "elements": ["C", "H", "C", "C", "C", "H", "C", "H", "H", "H", "H", "Y", "C", "N", "H", "H", "O", "C", "H", "H", "N", "C", "H", "H", "H", "O", "O", "C", "N", "H", "C", "S", "H", "H", "C", "H", "H", "H", "H", "C", "H", "H", "C", "C", "H", "H", "C", "H", "C", "H", "C", "C", "C", "H", "C", "C", "N", "H", "C", "H", "H", "H", "H"], "xyz": [[1.20610, 0.02320, 3.40698], [-1.44154, -0.96678, -2.70739], [-5.67540, -2.62821, -1.06913], [0.79315, 1.98182, -2.99415], [1.84300, 3.24782, -1.23275], [2.34256, 3.15927, -0.26768], [1.40317, 3.01953, -3.96984], [0.74018, 0.98850, -3.44982], [1.50470, -0.10912, 4.43601], [-2.76256, -3.25403, -3.30171], [0.85430, 3.67771, -1.05403], [0.50695, 0.32838, -0.11212], [-0.56265, -1.67328, 3.93707], [1.64545, 1.88146, -1.78293], [-1.16141, -5.22599, -2.66572], [3.61258, 1.37737, -1.29706], [1.50846, 1.33660, 1.46708], [-4.96101, -3.24689, -0.04965], [-3.23107, -3.13604, 1.22435], [-2.01574, -3.10981, -1.71780], [2.74059, 3.38613, -3.52116], [2.79027, 1.95462, 3.36827], [2.84370, 0.28863, -2.45708], [2.17179, 5.06137, -2.41271], [0.49775, -3.92137, -1.43135], [-1.60646, 0.18257, -0.28813], [0.87644, -1.45011, -1.45519], [3.54119, 2.17864, -3.34468], [-1.46849, -1.39973, 1.38983], [1.46285, 2.62220, -4.98341], [-1.80809, -3.14592, -2.78778], [0.67130, -2.06811, -2.84014], [-5.31391, -4.17714, 0.37534], [3.66193, 4.28615, -1.89381], [-1.10405, -1.86629, -3.22527], [0.79401, 3.92326, -4.00584], [-0.95591, -2.56192, 3.45188], [0.12266, -1.94488, 4.73661], [3.80141, 1.61754, 3.13013], [-3.33505, -1.46838, -0.10840], [2.67520, 2.96535, 2.97961], [-1.40877, -1.13936, 4.37495], [-2.06518, -0.87139, 0.36754], [1.78425, 1.05338, 2.70883], [4.57463, 2.46509, -3.14993], [-0.76804, -4.42934, -4.18639], [-0.84381, -4.28201, -3.10709], [1.36236, -4.37911, -2.92456], [-5.22586, -1.42844, -1.59962], [-5.78936, -0.93545, -2.38105], [0.12532, -0.78270, 2.94623], [-4.05901, -0.84957, -1.12306], [2.96782, 1.33819, -2.17772], [-1.16430, -1.71133, -4.30378], [0.49737, -3.85827, -2.52105], [2.64843, 4.09499, -2.24797], [-0.29827, -0.70904, 1.70617], [-6.58670, -3.07898, -1.43937], [-3.79782, -2.66981, 0.43056], [2.67358, 1.95945, 4.44893], [-3.70546, 0.09184, -1.52243], [-0.21768, 2.26673, -2.68846], [3.52591, 1.61975, -4.28114]], "forces_ev_per_angstrom": [[0.1, 0.2, -0.1], [0.0, 0.0, 0.0], [0.0, 0.0, 0.0], [0.0, 0.0, 0.0], [0.0, 0.1, 0.0], [0.0, 0.0, 0.0], [0.0, 0.0, 0.0], [0.0, 0.0, 0.0], [0.0, 0.0, 0.0], [0.0, 0.0, 0.0], [0.0, 0.0, 0.0], [0.3, 0.2, -0.7], [0.0, 0.0, 0.0], [-0.2, -0.1, 0.1], [0.0, 0.0, 0.0], [0.0, 0.0, 0.0], [0.2, -0.1, 0.0], [0.0, 0.0, 0.0], [0.0, 0.0, 0.0], [0.0, 0.0, 0.0], [0.0, 0.0, -0.1], [0.0, -0.1, -0.1], [0.0, 0.0, 0.0], [0.0, 0.0, 0.0], [0.0, 0.0, 0.0], [-0.1, 0.0, -0.2], [0.1, 0.3, 0.2], [0.0, 0.1, 0.0], [-0.3, -0.1, 0.0], [0.0, 0.0, 0.0], [0.0, 0.0, 0.0], [-0.3, -0.2, -0.1], [0.0, 0.0, 0.0], [0.0, 0.0, 0.0], [0.1, -0.1, 0.0], [0.0, 0.0, 0.0], [0.0, 0.0, 0.0], [0.0, 0.0, 0.0], [0.0, 0.0, 0.0], [-0.1, -0.1, 0.0], [0.0, 0.0, 0.0], [0.0, 0.0, 0.0], [0.0, 0.1, 0.2], [0.0, 0.1, 0.3], [0.0, 0.0, 0.0], [0.0, 0.0, 0.0], [0.0, 0.0, 0.0], [0.0, 0.0, 0.0], [0.0, 0.0, 0.0], [0.0, 0.0, 0.0], [-0.2, -0.2, -0.2], [0.1, 0.0, 0.0], [0.0, -0.1, 0.0], [0.0, 0.0, 0.0], [0.0, 0.1, 0.0], [0.0, 0.0, 0.0], [0.1, -0.1, 0.5], [0.0, 0.0, 0.0], [0.0, 0.0, 0.0], [0.0, 0.0, 0.0], [0.0, 0.0, 0.0], [0.0, 0.0, 0.0], [0.0, 0.0, 0.0]], "largest_force_ha_per_bohr": 0.0148, "orbital_gap_ev": 8.080, "lumo_ev": -2.24, "charge": 1}

[3]
{"formula": "C22H32N4O4", "method": "the ωB97M-V functional and the def2-TZVPD basis", "elements": ["H", "O", "C", "C", "H", "H", "H", "C", "C", "O", "H", "C", "C", "H", "H", "H", "C", "C", "H", "H", "C", "H", "H", "O", "H", "H", "H", "O", "N", "H", "H", "N", "C", "N", "H", "H", "C", "H", "H", "H", "C", "C", "H", "H", "H", "H", "H", "C", "C", "H", "H", "C", "H", "H", "C", "C", "N", "H", "C", "C", "C", "C"], "xyz": [[-2.67547, 1.57177, 1.18618], [0.79618, -3.84124, -1.57214], [-0.18369, 0.51889, 1.66514], [1.15398, -2.53267, -1.66214], [-2.50722, -4.68248, 2.45439], [-1.13065, 5.19835, 2.02397], [0.82296, 4.21189, -0.10754], [0.23021, 6.64737, 1.19011], [2.02648, -2.06779, -0.66373], [0.15341, -3.07091, 1.25626], [-0.72912, 0.69447, 2.59603], [-1.18000, 0.14994, 0.56968], [1.17519, -0.34333, -2.67302], [0.92129, 6.61415, 2.02937], [-2.25446, -1.02932, 1.93310], [1.23433, 2.06358, 2.12651], [2.46514, -3.01712, 0.42274], [2.45921, -0.75935, -0.69274], [-0.36895, -5.36045, -2.13717], [0.17433, -4.33489, -3.48953], [1.29643, -3.73956, 0.98069], [0.04620, -1.98370, -3.41354], [3.14842, -3.77202, 0.02872], [-1.90138, -2.09246, -1.00233], [0.82165, 0.30456, -3.45927], [-3.86323, -2.92908, 1.21259], [-0.43380, 7.49770, 1.32558], [2.54913, 1.38977, -1.62367], [-0.06607, -5.19965, 1.70678], [2.97219, -2.46377, 1.21710], [1.20326, 1.59996, 0.41252], [1.19145, -4.99640, 1.25567], [0.34743, 4.14956, 0.88764], [-1.94799, -1.00941, 0.97358], [-0.65026, 2.36510, -0.96154], [-0.65116, -0.13171, -0.34734], [-2.06533, -3.75965, 2.07869], [1.14347, 4.19360, 1.63570], [0.80561, 6.80288, 0.27983], [3.13055, -0.38555, 0.06514], [0.57623, 1.78920, 1.29778], [-1.22738, 2.56974, -0.03994], [1.14545, 2.49661, -2.68180], [-2.75861, 1.13158, -0.53076], [0.52104, -0.29974, 1.81750], [2.75273, 3.21449, -2.41002], [2.55040, 1.92956, -3.62698], [0.73367, -1.65814, -2.65136], [-2.87085, -3.23908, 0.87837], [-2.05903, -3.02278, 2.88646], [-1.10463, -3.74894, -2.37787], [2.04840, 0.11452, -1.70042], [-1.87771, 3.42497, -0.22853], [-2.98690, -4.03710, 0.14377], [-2.08239, 1.35312, 0.29589], [-0.56986, 5.35371, 1.10118], [-0.34934, 2.88730, 1.07061], [-1.28629, 5.43571, 0.28246], [2.22210, 2.29351, -2.64818], [-0.18520, -4.33503, -2.45529], [-0.66430, -4.05711, 1.69207], [-2.18722, -2.06715, 0.17705]], "forces_ev_per_angstrom": [[-0.1, 0.0, 0.0], [0.2, 0.2, 0.2], [0.2, 0.0, -0.3], [0.1, 0.3, -0.2], [0.1, 0.1, 0.0], [-0.1, 0.0, 0.0], [0.1, 0.0, 0.0], [-0.2, -0.1, -0.1], [0.0, -0.1, -0.1], [0.1, 0.1, 0.0], [0.0, 0.0, 0.1], [0.0, 0.2, 0.0], [0.2, 0.3, 0.0], [0.1, 0.0, 0.1], [0.0, -0.1, 0.0], [0.0, 0.0, -0.1], [-0.2, 0.2, -0.1], [-0.1, 0.1, -0.2], [0.0, 0.0, -0.1], [0.0, 0.0, 0.0], [0.2, -0.7, 0.4], [-0.1, -0.1, -0.1], [0.0, 0.0, 0.1], [0.1, 0.0, -0.4], [0.0, 0.1, -0.1], [0.0, 0.0, 0.0], [0.0, 0.1, 0.0], [0.1, -0.3, 0.2], [-1.3, 0.0, 0.4], [0.0, 0.0, -0.1], [0.0, 0.0, 0.0], [1.3, 0.5, -0.5], [-0.3, 0.1, 0.1], [0.0, 0.3, 0.3], [0.0, 0.1, 0.0], [0.0, 0.0, 0.1], [0.0, 0.2, -0.2], [0.0, 0.0, -0.1], [0.1, 0.1, -0.1], [0.1, 0.0, 0.1], [-0.1, -0.2, 0.2], [-0.3, 0.0, 0.1], [0.0, 0.0, 0.0], [0.0, 0.0, 0.0], [0.0, -0.1, 0.0], [-0.1, 0.0, -0.1], [0.0, 0.0, 0.0], [0.0, -0.4, 0.1], [0.1, 0.0, -0.1], [-0.1, -0.1, 0.0], [0.1, -0.1, 0.0], [0.0, 0.0, 0.0], [0.0, 0.0, -0.1], [0.0, 0.1, 0.0], [0.3, 0.0, -0.3], [0.3, 0.0, -0.1], [0.1, 0.0, 0.0], [-0.1, 0.0, 0.0], [-0.1, 0.1, -0.1], [-0.3, -0.1, -0.2], [0.0, -0.6, 0.2], [-0.6, -0.2, 0.3]], "largest_force_ha_per_bohr": 0.0285, "orbital_gap_ev": 8.573, "smiles": "CCCN1CCC(NC(=O)CCc2nnc(Cc3cc(OC)ccc3OC)o2)CC1", "e_above_lowest_kj_mol": 234.3, "lumo_ev": 0.66, "charge": 0}

[4]
{"formula": "C22H32N4O4S", "method": "the ωB97M-V functional and the def2-TZVPD basis", "elements": ["H", "H", "H", "S", "H", "C", "H", "H", "H", "H", "H", "C", "N", "H", "C", "O", "H", "C", "H", "N", "C", "H", "H", "C", "C", "N", "H", "N", "H", "H", "H", "H", "H", "H", "C", "C", "O", "C", "O", "C", "H", "H", "H", "O", "H", "H", "C", "H", "C", "H", "C", "C", "C", "C", "C", "H", "H", "C", "C", "C", "H", "H", "C"], "xyz": [[3.93959, 0.30668, 2.69993], [4.38144, -2.36947, 1.89642], [2.02648, -0.34977, -1.00906], [-2.99373, -1.19738, 0.99028], [-3.49477, 2.16524, 1.15273], [-2.76844, -2.06236, -1.49518], [-4.17181, 3.80377, 1.32460], [-1.28654, 0.80726, 2.12520], [3.39780, -2.29022, -0.98352], [0.11879, 4.64059, 1.45052], [2.90917, -3.08540, 1.19351], [3.62526, 0.15088, 1.65897], [0.89350, -2.16910, 1.05482], [4.24186, -0.63239, -2.47038], [0.71188, 0.05088, 1.95257], [-3.46301, -2.51365, 1.33076], [5.67588, -0.47804, 1.30025], [-1.09942, 3.20423, 0.44836], [-1.58605, -0.90571, -2.87820], [-3.13810, -0.92647, -0.66947], [-1.47362, -1.79098, -2.25657], [5.22554, 1.03376, 0.50244], [-5.65146, -1.90751, -1.42487], [4.87533, 0.03240, 0.75427], [1.30643, 3.25009, 0.34176], [2.83101, -1.05261, 1.54341], [-0.83239, -3.14801, 0.60746], [4.66115, -0.70137, -0.46725], [1.17597, 0.90717, 2.41129], [4.99490, -2.76179, -0.37785], [3.03333, 1.00901, 1.34314], [0.04978, 0.72878, -1.53376], [-3.72721, 3.20388, -0.29050], [4.68775, 0.91589, -1.73747], [-0.65194, -0.00181, 1.80284], [-4.34306, -0.21207, -1.04987], [-3.59092, -0.06845, 1.64899], [1.48200, -1.04772, 1.50645], [2.53734, 1.65052, -0.84559], [0.09109, 1.58107, -0.87497], [-4.37160, 0.68804, -0.43559], [2.22862, 0.52690, -2.54765], [-4.24291, 0.07716, -2.10078], [-2.20195, 3.78815, 0.99084], [-5.68737, -1.28804, 0.22756], [-2.02345, 1.63151, -0.70018], [4.10291, 0.00418, -1.59230], [-2.65934, -2.93744, -0.84966], [1.30383, 2.12976, -0.49195], [-3.56766, -2.27589, -2.20979], [-1.10353, 2.10917, -0.40469], [-1.23663, -1.13793, 1.25028], [4.16564, -2.05366, -0.24404], [0.12469, 3.78031, 0.80042], [-0.41798, -2.21022, 0.94981], [-1.23514, -2.63896, -2.89396], [2.25379, 3.68469, 0.62125], [2.61819, 0.41692, -1.52576], [3.57930, -2.22786, 1.16563], [-5.62788, -1.00379, -0.81996], [-0.65106, -1.63193, -1.56442], [-6.49018, -0.39209, -1.07340], [-3.46113, 3.19120, 0.77190]], "forces_ev_per_angstrom": [[0.0, 0.1, 0.0], [0.0, 0.0, 0.0], [0.0, 0.0, -0.1], [0.5, -0.1, -0.2], [0.0, 0.1, -0.1], [0.5, -0.3, -0.3], [0.0, -0.1, -0.1], [0.0, 0.2, 0.1], [0.0, 0.0, 0.0], [0.0, 0.1, 0.1], [0.2, 0.0, 0.0], [0.2, 0.3, 0.1], [0.3, 0.0, 0.0], [0.0, 0.1, 0.0], [0.0, -0.1, 0.0], [0.2, 0.0, -0.2], [0.0, 0.1, 0.1], [0.1, -0.1, -0.1], [0.0, 0.1, -0.1], [0.2, 0.0, 1.1], [-0.3, -0.1, 0.1], [0.1, 0.0, 0.1], [-0.1, -0.1, 0.0], [0.0, 0.0, 0.1], [0.0, -0.2, -0.1], [0.2, 0.0, -0.1], [-0.1, -0.1, 0.0], [-0.2, 0.1, 0.1], [0.0, 0.1, 0.0], [-0.2, -0.1, 0.0], [0.0, -0.1, 0.0], [0.0, -0.1, 0.0], [0.0, 0.0, 0.0], [0.0, 0.0, -0.2], [0.1, -0.1, 0.0], [-0.5, 0.3, 0.1], [0.1, 0.1, -0.1], [-0.5, 0.0, 0.1], [0.0, 0.2, 0.1], [0.4, 0.0, -0.2], [-0.1, 0.1, -0.2], [0.0, 0.0, 0.1], [0.1, 0.0, 0.1], [0.2, 0.2, 0.1], [-0.2, 0.0, 0.1], [-0.2, -0.1, 0.0], [-0.4, 0.1, 0.0], [-0.1, -0.1, -0.2], [-0.2, 0.0, 0.0], [0.0, 0.0, 0.2], [-0.3, 0.3, 0.1], [-0.6, 0.0, 0.0], [0.2, -0.2, 0.1], [-0.2, -0.1, 0.0], [-0.3, 0.0, 0.0], [0.1, -0.1, -0.1], [0.1, 0.1, 0.0], [0.3, -0.3, -0.3], [0.1, -0.2, -0.2], [0.2, 0.1, -0.1], [0.1, 0.0, 0.0], [-0.1, 0.0, 0.0], [-0.2, -0.1, 0.0]], "largest_force_ha_per_bohr": 0.0218, "orbital_gap_ev": 8.621, "smiles": "CCN(CC)S(=O)(=O)c1ccc(N2CCN(CCOc3ccc(OC)cc3)CC2)nc1", "e_above_lowest_kj_mol": 319.1, "lumo_ev": 0.70, "charge": 0}